No. 1
Molecular formula: C48H90N10
Method: DFT, ωB97M-V/def2-TZVPD

Calculated values
HOMO level   -7.60 eV
HOMO-LUMO gap   8.20 eV
F_max   4.12 eV/A

CARTESIAN COORDINATES (ANGSTROEM)
1 C -5.89472 1.45361 2.10876
2 H -1.18623 3.22050 -5.00290
3 N -2.15164 0.76104 1.84345
4 H 2.48821 -1.64380 2.07433
5 C 0.13930 6.02821 0.19326
6 C -2.08329 -2.56290 -2.96286
7 H -0.58198 4.06731 0.84159
8 H 0.93109 -0.07286 2.56736
9 H 2.03182 5.60520 -4.43392
10 H 4.91171 -3.17052 -3.33146
11 H 0.47935 -5.81953 -1.58123
12 H 4.50522 -3.21657 4.78629
13 H -6.70410 -0.58758 0.28962
14 C 2.47956 -1.48617 4.74841
15 H -0.76375 -2.33496 0.97772
16 H -5.29131 -1.16635 -1.57256
17 C -0.69209 -6.21393 1.96298
18 H -2.59679 -2.07404 -5.04124
19 H -5.69629 1.76219 -3.22185
20 C 2.31888 4.01681 -3.13859
21 H 2.16311 6.09893 -2.81019
22 H 0.90153 -3.34320 -0.01216
23 H 6.05067 -2.75299 2.68946
24 H -3.11826 1.23600 -2.69414
25 C 4.73833 -2.19906 4.46625
26 N 2.03620 -1.73091 -3.07299
27 C -2.74698 -3.21779 1.41051
28 H -3.09778 -3.90656 2.17567
29 H -1.33920 0.06820 -4.75539
30 H -5.08548 -0.07787 4.29661
31 H -2.49632 -3.52218 -2.71210
32 C 6.04453 -2.23614 3.62204
33 H -4.80690 -1.84638 4.16933
34 N 3.59645 -1.65942 3.77311
35 N -0.85337 -4.29329 0.27937
36 C 2.47750 1.76781 -4.11086
37 N 1.57011 4.51938 0.94244
38 H -3.14180 0.66515 2.00923
39 H 2.76562 -3.98645 1.38293
40 H -1.06814 -6.29649 -0.18128
41 H 1.82682 1.24868 -3.32394
42 H 0.36008 -6.20983 1.94063
43 H 1.86138 3.61277 -2.21379
44 C -3.02604 3.33746 -2.13666
45 H 1.04702 -1.55660 -3.30462
46 C -5.35135 2.77578 1.68674
47 H -6.52400 -0.99559 2.70519
48 H 3.58378 -0.16343 6.11032
49 H -4.30793 2.92694 1.97746
50 H -3.18359 -3.53036 0.46852
51 H 5.06927 3.75521 1.66401
52 C 4.49393 2.83684 1.53189
53 H 4.59501 2.16733 -4.33834
54 H -0.54095 3.57219 -3.42050
55 C -4.95133 2.39778 -2.81849
56 H 1.59962 -4.56329 -2.07487
57 H 4.23464 -2.00816 1.91535
58 H -2.45889 -5.61411 0.78280
59 H 3.38567 5.59285 0.62095
60 H -3.58995 -0.77699 3.51778
61 H 4.12604 0.42466 -3.98321
62 H 2.23466 1.31032 -5.10620
63 C -0.99024 -0.61973 -2.68634
64 C -3.63562 2.15413 -2.55194
65 H 4.22734 -2.68939 -0.81482
66 H 1.80859 7.45302 -0.29620
67 H 1.68652 -1.65239 -1.01226
68 C 1.48161 6.53581 0.16842
69 N -2.18140 -1.86983 -4.15635
70 N -5.24512 0.25364 1.57136
71 C 2.98801 -2.37886 -3.82296
72 C -4.84491 -0.86617 -0.60956
73 H -0.66297 6.62894 -0.10552
74 H -0.68238 -3.54202 2.18685
75 C -1.58536 0.68718 0.60040
76 C -1.31160 -5.64161 0.66221
77 H 6.41636 -1.24098 3.46304
78 N 2.09498 3.15649 -4.26324
79 H -0.11630 -4.22447 -2.29431
80 H 2.37762 -2.34454 5.42489
81 C -1.23509 -3.27250 1.30100
82 H 3.50566 0.14097 2.86338
83 H -5.93081 0.96503 -0.29039
84 H -1.99644 3.47676 -1.87834
85 C 0.62129 -4.75681 -1.65646
86 H 1.93588 -0.04654 6.31004
87 H 2.93911 -2.43514 -4.93227
88 H -2.16098 0.93314 -0.27147
89 H 5.07063 -1.69686 5.37672
90 C 4.08852 2.14421 0.39067
91 C -1.43076 -0.66441 -3.97536
92 C 2.66538 -0.23331 5.56532
93 C 2.86513 -3.70260 2.43674
94 H -1.05268 -2.24235 -1.10028
95 C 4.33578 2.04161 2.57917
96 C 1.70608 5.36245 -3.38293
97 C 2.42497 -1.84563 -1.75597
98 C 3.36252 -2.23769 2.46287
99 H 1.18288 -5.05902 0.34022
100 N -5.19311 3.73959 -2.53227
101 H -4.05392 5.33887 -1.87150
102 H 1.53965 -1.48389 4.19213
103 H -0.96603 -7.37450 1.98572
104 H -0.51800 0.20227 -2.22060
105 C -4.03359 4.31606 -2.18001
106 H -5.46017 2.97619 0.64473
107 C -0.04245 0.17311 2.14202
108 H 3.20672 0.01308 0.31927
109 H -1.51826 0.26227 3.74514
110 C 2.32104 5.56460 0.59253
111 H 4.22800 2.42908 -0.69175
112 H -6.94941 1.46390 1.81046
113 H 1.88474 -3.86302 2.93997
114 N 3.66355 0.90472 2.22992
115 C 3.58356 0.91214 0.85614
116 H -6.01707 3.53897 2.15131
117 C 0.53863 -4.36314 -0.20030
118 H 4.21264 1.66799 -2.67608
119 H -5.99039 4.25276 -2.78548
120 H 2.01157 3.62684 1.08797
121 H 0.74069 4.32936 -5.23422
122 C -0.42237 2.92093 -4.28354
123 C 3.61800 -2.47344 -1.68546
124 C 3.95799 1.50679 -3.71971
125 H -0.48401 1.93092 -3.95088
126 C -5.48032 -0.92530 2.44243
127 H -3.83353 -0.41331 -0.76533
128 H 0.98414 2.61112 -5.81773
129 C 4.00970 -2.70709 -3.03717
130 H 3.40183 4.15978 -3.02732
131 H 4.66697 2.10565 3.63018
132 H 0.61016 5.55636 -3.33681
133 H -5.90436 1.40407 3.20730
134 C -4.67887 -0.88562 3.66384
135 C -1.34306 -1.84534 -2.07018
136 C -1.22834 0.30998 2.76176
137 H 3.56587 -4.43646 2.90906
138 C 0.19809 4.79713 0.70358
139 C -5.77891 -0.00985 0.20951
140 H 0.56004 0.55970 -0.00426
141 C -0.24664 0.47549 0.75342
142 H 6.77686 -2.82548 4.19532
143 H -5.26510 -1.72526 1.84231
144 H -3.10137 -2.14932 1.52102
145 H -4.67223 -1.88194 -0.25942
146 C 0.88272 3.24849 -4.95274
147 H -1.08008 -5.65822 2.82404
148 H 2.65960 0.65966 4.91936

---

No. 2
Molecular formula: C48H93BF2Ge2N4O2SeSi6TeW
Method: DFT, ωB97M-V/def2-TZVPD

Calculated values
HOMO level (alpha / beta)   -7.02 / -7.02 eV
HOMO-LUMO gap (alpha / beta)   5.24 / 5.24 eV
F_max   3.69 eV/A

CARTESIAN COORDINATES (ANGSTROEM)
1 H 1.94980 0.58678 5.04399
2 C -1.44387 1.43596 2.78759
3 C -2.76523 3.20868 -0.91066
4 B 1.49378 -2.22293 -0.80953
5 H 0.03158 -1.38997 5.16045
6 H 5.42211 -1.89131 1.45281
7 H 1.21102 -7.92779 0.91484
8 Si 1.03188 -5.49646 0.51394
9 H 5.08500 -4.63289 3.65598
10 H -2.11643 -3.93609 1.47133
11 W -0.46655 1.79532 0.71712
12 C -3.19620 3.02200 5.06433
13 H 5.63378 -5.77485 -0.15827
14 C 4.61787 -4.77781 2.67859
15 N 2.30179 2.99608 1.40152
16 C 3.28181 1.77543 -1.22269
17 H -5.21030 2.23433 -5.48282
18 F 2.20705 -1.36547 -1.60497
19 H 2.40762 -7.40891 -0.27401
20 C 0.87388 3.11593 -4.02616
21 C -2.66798 -2.00125 -2.07696
22 C -0.40765 4.44646 3.00396
23 C -1.10787 5.00818 -1.53649
24 H -1.32611 -0.40170 -4.38478
25 C -2.69173 -2.16899 1.42354
26 H -2.91571 -4.02059 3.67118
27 H 4.50480 3.92762 0.37145
28 Te 0.71591 -0.60068 0.97669
29 H 4.14679 -0.88235 2.13572
30 O -1.82996 -3.10525 1.03216
31 C 2.37171 -3.08489 3.71327
32 H 1.63341 -2.29701 3.54850
33 Ge -3.70618 0.29150 -4.78542
34 H -6.09057 -0.43968 -4.51536
35 H 2.56311 -5.34866 -3.02451
36 H -5.30264 -0.50792 -2.93788
37 H 0.00769 -4.24194 2.44390
38 C -4.07565 2.71156 -0.85229
39 H -0.81697 -4.83369 -1.01560
40 H 2.96526 -2.81189 4.58968
41 H -5.02215 -1.79113 -4.12422
42 C -4.44790 1.44525 -0.15153
43 H -2.43793 3.75278 5.34907
44 H -2.49299 0.04624 -7.00728
45 H -0.44760 4.43783 -2.18957
46 C 3.83937 4.76588 0.57315
47 H 3.01573 2.35584 1.73240
48 C 3.97605 0.95608 -0.33588
49 C -5.17143 -0.71942 -3.99821
50 H 0.33590 4.77771 3.72932
51 H -4.40592 0.43154 2.39708
52 H -0.66857 4.96500 -0.54105
53 H 3.92465 -4.59508 -3.87112
54 C -3.53807 5.15226 -2.09570
55 H -5.38746 1.58163 3.30691
56 H 0.99040 -0.25339 -5.89281
57 C -2.49179 4.43715 -1.52821
58 H 4.04889 -5.70828 2.71420
59 H -1.57305 1.36082 6.33262
60 H -3.08307 -1.52982 -6.46021
61 C -0.65823 -0.93991 4.44301
62 H 1.37519 3.54427 -1.25955
63 H -4.45108 3.74317 1.79676
64 H 2.58416 -3.60633 -3.27205
65 H 5.21832 -1.78754 3.21198
66 H 5.87500 0.33716 0.44977
67 H -4.33967 -4.52155 3.04924
68 C -3.75884 -2.65312 2.39228
69 H -2.75706 -2.26503 -3.12843
70 C 2.51938 4.28744 1.06196
71 Si -0.30066 0.89646 4.20513
72 N -1.72368 2.54667 -0.23515
73 Si -3.03236 2.33774 3.31350
74 H 0.48958 -5.86244 2.92411
75 C 4.03706 2.58654 -2.07141
76 H -1.05497 5.28451 2.75116
77 H -3.72998 1.17949 0.61575
78 Si 4.11283 -4.25715 -1.42783
79 H 0.87385 4.07384 -3.52000
80 C 0.73898 3.08407 -5.40958
81 H 7.17605 1.80552 -1.05999
82 H 5.95794 -2.79522 -0.64731
83 H 1.23555 -0.19362 -3.44707
84 C 0.76655 1.87386 -6.08388
85 C 5.36432 0.97463 -0.26215
86 H -3.32215 6.10394 -2.56491
87 H -0.57939 -1.51037 3.51296
88 H -0.82709 -6.57804 -0.66259
89 C 4.68694 -1.82289 2.25750
90 C 1.57762 1.08881 4.14727
91 H -0.53834 2.72611 5.93978
92 H -2.02803 -2.72359 -1.57916
93 H -5.43657 1.55099 0.29762
94 H -3.81228 -1.91825 3.19985
95 H 6.03598 -3.03937 -2.39595
96 H 2.70054 -7.13368 1.43740
97 C -0.19182 -5.71524 -0.88189
98 C 3.21216 -4.47096 -3.05191
99 C -5.09410 3.47314 -1.41625
100 H 1.82550 -4.00081 3.93795
101 C -3.33270 -0.47107 -6.54153
102 H -3.49972 2.63347 -5.70397
103 H -1.58341 1.26385 -3.92269
104 O -2.60368 -1.02384 1.05629
105 N 1.05829 2.77878 1.89432
106 H 1.87373 2.13792 4.21578
107 H 5.41135 -4.91019 1.94229
108 N -3.49144 -4.01605 2.83722
109 H -4.46891 0.60633 -0.84618
110 H -3.65518 -1.98273 -1.61718
111 H -3.22638 2.26051 5.84107
112 Ge 1.30565 1.97655 -1.35630
113 H 3.42998 0.27822 0.31242
114 H -4.16219 3.53392 5.06258
115 Si 2.53225 -3.73512 0.18810
116 C -0.60959 1.63758 5.90860
117 Se -1.83164 -0.25792 -1.95290
118 C 0.38121 3.97512 1.78506
119 H -1.86437 0.44888 2.54533
120 H -5.64680 5.25551 -2.46986
121 C 6.09472 1.79831 -1.10613
122 C 0.95232 0.69582 -5.37226
123 C -3.50299 3.87239 2.31871
124 H 0.16724 1.24026 6.56536
125 C -4.21739 2.14970 -5.03967
126 H -4.70710 -2.61120 1.85393
127 H 4.40177 -6.69979 -1.00355
128 H -2.76787 4.14808 1.56881
129 C 5.42438 2.59615 -2.02353
130 H -6.10842 3.09661 -1.35766
131 H 3.53573 3.23017 -2.78577
132 H 1.08997 5.95523 1.04353
133 C 1.29812 4.91436 1.22993
134 C 5.06368 -5.83843 -1.08536
135 H 5.98097 3.23351 -2.69937
136 H -3.61416 4.71718 3.00176
137 H -1.67356 -1.06343 4.83197
138 H -4.21468 2.68244 -4.09178
139 F 0.40549 -2.70765 -1.47450
140 C 5.35761 -2.86676 -1.55663
141 H 4.86484 -1.90336 -1.70722
142 H -0.98044 -5.63565 1.97572
143 H -1.00584 3.66615 3.44970
144 H -1.12286 6.04404 -1.87412
145 C 1.08481 0.73063 -3.99305
146 Si 3.53421 -3.30171 2.25729
147 H 5.76983 -6.03345 -1.89674
148 H 0.31327 -5.89048 -1.83358
149 H 0.62443 4.01021 -5.95938
150 H -4.19942 -0.37370 -7.19677
151 C 1.92762 -7.14003 0.66777
152 H 0.65413 1.84814 -7.16040
153 H 3.70616 5.31993 -0.35426
154 H -4.35448 0.43500 4.16086
155 H 2.06786 0.63842 3.28507
156 C -1.99984 0.25751 -3.83558
157 C 1.03253 1.94102 -3.29805
158 H 4.30437 5.42541 1.30673
159 C -4.42084 1.07221 3.27362
160 C -4.83816 4.68078 -2.03859
161 C 0.04517 -5.28085 2.11384